(1)
{"formula": "C2I2S2", "method": "ωB97M-V/def2-TZVPD", "symbols": ["C", "C", "S", "S", "I", "I"], "xyz": [[-0.0827, -0.3493, -0.0706], [0.8819, 0.4858, -0.1182], [-1.8038, -0.0164, -0.1146], [-1.9619, 1.8662, 0.2901], [0.0709, -2.5907, 0.0146], [2.8955, 0.6044, -0.0013]], "e_homo_ha": [-0.333, -0.317], "orbital_gap_ev": [7.01, 6.38]}

***

(2)
{"formula": "C27H41HfN9O4S", "method": "ωB97M-V/def2-TZVPD", "symbols": ["Hf", "N", "C", "C", "N", "C", "C", "N", "H", "H", "H", "H", "H", "H", "H", "H", "H", "H", "H", "H", "H", "C", "C", "O", "C", "C", "C", "N", "N", "C", "O", "C", "C", "C", "C", "C", "C", "H", "H", "H", "H", "H", "H", "H", "H", "H", "H", "H", "H", "S", "C", "N", "C", "C", "C", "N", "H", "H", "H", "H", "H", "H", "H", "H", "O", "C", "N", "C", "O", "C", "C", "C", "C", "N", "C", "H", "H", "H", "H", "H", "H", "H", "H"], "xyz": [[-0.1989, 0.7949, 0.1618], [-1.7992, 0.6189, -1.4997], [-3.0504, 0.0342, -0.9638], [-2.7417, -1.2316, -0.1494], [-1.3036, -1.3153, 0.2531], [-1.1252, -1.9568, 1.5828], [-1.2430, -0.9101, 2.6696], [-0.1720, 0.1050, 2.4819], [-1.9961, 1.5338, -1.8992], [-1.4424, 0.0393, -2.2684], [-3.7424, -0.2021, -1.7713], [-3.5079, 0.7895, -0.3302], [-2.9879, -2.1237, -0.7239], [-3.3529, -1.2361, 0.7516], [-0.8645, -1.9229, -0.4432], [-0.1309, -2.4091, 1.6051], [-1.8524, -2.7570, 1.7313], [-1.1742, -1.3709, 3.6555], [-2.2053, -0.4001, 2.6080], [0.6821, -0.2505, 2.9133], [-0.4147, 0.9309, 3.0277], [2.8814, 1.5033, -2.7581], [1.9892, 1.9260, -1.6363], [0.8876, 1.2282, -1.4929], [2.3096, 2.9706, -0.8114], [1.4935, 3.4721, 0.2374], [1.7946, 4.8253, 0.7919], [0.4625, 2.7816, 0.7023], [-0.3429, 3.4591, 1.6219], [-1.4877, 2.8722, 1.7378], [-1.7569, 1.7632, 1.0542], [-2.5253, 3.4056, 2.6370], [-3.7051, 2.6926, 2.8376], [-4.6791, 3.1855, 3.6907], [-4.4809, 4.3931, 4.3444], [-3.3072, 5.1098, 4.1439], [-2.3308, 4.6204, 3.2949], [3.5430, 0.7069, -2.4056], [3.5037, 2.3215, -3.1116], [2.2839, 1.1057, -3.5767], [3.1986, 3.5365, -1.0459], [2.7687, 5.1714, 0.4589], [1.7366, 4.8197, 1.8782], [1.0350, 5.5299, 0.4455], [-3.8621, 1.7574, 2.3151], [-5.5957, 2.6315, 3.8425], [-5.2428, 4.7797, 5.0079], [-3.1571, 6.0546, 4.6484], [-1.4162, 5.1721, 3.1283], [-0.6609, -2.1886, -2.9613], [-0.8468, -3.1164, -4.3844], [-1.0659, -2.5273, -5.5573], [-1.2248, -3.2483, -6.8221], [-1.7806, -4.6326, -6.5427], [-0.9141, -5.3202, -5.5034], [-0.7721, -4.4449, -4.3378], [-1.0898, -1.5221, -5.5521], [-0.2612, -3.3152, -7.3322], [-1.9009, -2.6764, -7.4544], [-1.7958, -5.2187, -7.4595], [-2.8056, -4.5530, -6.1764], [0.0717, -5.5504, -5.9138], [-1.3665, -6.2529, -5.1726], [-0.6142, -4.8472, -3.4299], [2.2215, -0.5657, 4.3691], [3.3693, -1.4115, 4.3184], [4.5582, -0.7520, 3.8639], [4.9065, -0.5142, 2.5635], [5.9471, 0.0017, 2.2389], [3.8993, -0.9069, 1.5093], [4.1882, -1.8989, 0.5813], [3.2685, -2.1621, -0.4205], [2.1036, -1.4206, -0.4759], [1.8171, -0.4603, 0.4178], [2.7115, -0.2108, 1.3846], [2.2963, 0.0237, 5.1288], [3.1044, -2.2188, 3.6392], [3.5696, -1.8366, 5.3002], [5.2448, -0.4512, 4.5412], [5.1228, -2.4425, 0.6385], [3.4534, -2.9218, -1.1665], [1.3897, -1.5866, -1.2763], [2.4809, 0.5939, 2.0708]], "e_homo_ha": -0.474, "total_charge": 2, "orbital_gap_ev": 7.74}

***

(3)
{"formula": "C60H115N9O18", "method": "ωB97M-V/def2-TZVPD", "symbols": ["C", "C", "C", "C", "N", "H", "H", "H", "H", "H", "H", "H", "C", "C", "C", "C", "N", "H", "H", "H", "H", "H", "H", "H", "C", "C", "C", "C", "N", "H", "H", "H", "H", "H", "H", "H", "C", "C", "C", "C", "N", "H", "H", "H", "H", "H", "H", "H", "C", "C", "C", "C", "N", "H", "H", "H", "H", "H", "H", "H", "C", "C", "C", "C", "N", "H", "H", "H", "H", "H", "H", "H", "C", "C", "C", "C", "N", "H", "H", "H", "H", "H", "H", "H", "C", "C", "C", "C", "N", "H", "H", "H", "H", "H", "H", "H", "C", "C", "C", "C", "N", "H", "H", "H", "H", "H", "H", "H", "C", "O", "C", "C", "O", "C", "C", "O", "C", "H", "H", "H", "H", "H", "H", "H", "H", "H", "H", "H", "H", "H", "H", "C", "O", "C", "C", "O", "C", "C", "O", "C", "H", "H", "H", "H", "H", "H", "H", "H", "H", "H", "H", "H", "H", "H", "C", "O", "C", "O", "O", "C", "H", "H", "H", "H", "H", "H", "C", "O", "C", "O", "O", "C", "H", "H", "H", "H", "H", "H", "C", "O", "C", "O", "O", "C", "H", "H", "H", "H", "H", "H", "C", "O", "C", "O", "O", "C", "H", "H", "H", "H", "H", "H"], "xyz": [[19.3133, 27.1408, 17.0145], [20.2709, 25.9171, 17.0199], [21.7397, 26.2199, 16.6377], [21.8134, 26.6489, 15.1917], [21.8528, 27.1239, 14.1375], [18.2652, 26.7513, 17.3259], [19.2202, 27.6296, 16.0547], [19.5083, 27.9502, 17.7992], [19.8295, 25.1730, 16.3489], [20.1979, 25.4192, 18.0476], [22.4314, 25.3923, 16.8581], [22.1142, 27.0556, 17.2253], [14.5083, 25.6249, 10.0342], [15.1348, 27.0074, 9.7314], [16.5585, 26.8079, 9.1536], [17.4280, 26.1579, 10.1292], [18.1405, 25.7168, 10.9094], [14.9380, 25.1726, 10.8935], [14.6423, 24.9609, 9.2118], [13.4653, 25.8677, 10.1959], [15.0890, 27.6273, 10.6554], [14.4760, 27.5133, 8.9659], [16.9849, 27.8254, 8.9425], [16.5326, 26.3623, 8.1632], [10.1983, 23.1200, 6.4581], [10.4966, 22.2021, 7.6738], [9.7003, 22.7000, 8.9483], [10.2082, 23.9205, 9.4429], [10.5025, 24.9562, 9.9306], [10.2152, 24.1480, 6.8647], [9.2405, 23.0503, 6.0236], [10.9633, 23.0385, 5.6663], [11.5331, 22.1329, 7.9321], [10.1418, 21.1971, 7.5190], [9.8593, 21.9602, 9.7463], [8.6551, 22.7846, 8.6452], [20.1975, 20.7969, 18.6405], [20.7215, 21.5613, 17.4500], [19.7223, 21.8687, 16.3106], [19.2878, 20.7045, 15.6196], [18.8958, 19.7107, 15.2380], [19.1944, 21.1596, 18.9359], [20.9370, 20.7531, 19.4740], [20.0957, 19.7451, 18.3424], [21.5677, 21.0218, 17.0773], [20.9986, 22.5400, 17.7618], [20.0973, 22.5525, 15.6542], [18.8462, 22.3537, 16.7845], [14.0979, 30.7900, 9.5760], [14.1294, 31.1587, 11.1075], [14.3408, 29.8836, 11.8889], [14.8073, 30.2794, 13.2242], [15.3601, 30.5533, 14.1765], [15.0768, 30.5184, 9.1462], [13.7792, 31.6431, 8.9573], [13.4641, 29.9084, 9.4108], [13.1902, 31.5857, 11.4256], [14.8742, 31.9543, 11.3302], [15.1567, 29.2686, 11.5001], [13.4080, 29.3076, 12.1596], [10.0586, 26.6907, 13.6966], [10.4702, 25.2169, 13.7551], [11.2961, 24.7937, 14.9854], [10.7129, 25.0980, 16.2772], [10.2784, 25.3590, 17.3071], [10.9338, 27.2947, 13.5357], [9.6780, 27.1065, 14.6962], [9.2725, 26.8098, 12.9304], [11.0122, 24.9540, 12.8405], [9.6064, 24.5539, 13.6785], [12.2633, 25.3314, 15.0538], [11.5148, 23.7136, 14.9323], [18.6787, 32.5505, 15.8861], [18.1428, 31.3229, 16.6385], [16.6811, 31.7082, 17.1541], [16.8956, 32.5849, 18.3358], [17.1602, 33.2462, 19.2335], [19.7579, 32.5445, 15.5828], [18.5733, 33.3969, 16.4720], [18.0446, 32.7365, 15.0434], [18.7651, 31.0215, 17.5111], [18.1579, 30.4385, 15.9108], [16.1518, 30.8254, 17.5374], [16.0118, 32.1918, 16.4677], [13.0018, 28.7206, 17.0432], [12.6941, 28.6092, 18.5084], [12.4702, 27.2333, 19.0929], [13.6705, 26.3601, 19.2017], [14.6031, 25.7304, 19.3930], [13.9167, 28.2642, 16.7087], [13.2113, 29.7511, 16.8202], [12.1568, 28.3664, 16.4678], [11.8169, 29.2165, 18.8098], [13.5949, 28.9582, 19.0260], [11.7492, 26.6346, 18.4997], [12.1289, 27.3170, 20.1365], [18.8208, 28.2526, 13.2174], [19.8736, 29.4715, 13.1868], [19.0975, 30.7285, 12.7001], [18.2425, 30.3656, 11.5477], [17.5405, 30.0126, 10.6978], [19.3686, 27.3190, 13.3402], [18.4119, 28.1743, 12.2007], [18.0241, 28.3600, 13.9850], [20.7711, 29.2094, 12.6187], [20.1695, 29.7087, 14.1918], [19.7602, 31.5361, 12.3962], [18.4650, 31.2822, 13.4111], [22.0623, 18.2876, 14.1200], [21.6734, 16.9653, 14.4518], [21.6193, 16.0050, 13.3725], [20.2696, 16.0985, 12.6679], [19.2497, 15.6050, 13.5019], [18.6632, 16.6628, 14.3505], [17.3152, 16.0847, 14.9156], [16.3183, 15.9131, 13.9570], [15.5429, 17.0267, 13.7470], [22.2397, 18.8587, 15.0146], [21.3422, 18.6827, 13.4458], [23.0415, 18.4072, 13.7150], [21.6548, 15.0160, 13.7976], [22.4161, 16.3063, 12.6177], [20.2501, 15.3493, 11.8495], [20.0556, 17.1319, 12.4075], [18.5518, 17.5660, 13.8249], [19.3627, 16.8192, 15.2077], [16.9964, 16.7531, 15.7224], [17.4722, 15.0808, 15.3809], [14.6134, 16.7601, 13.1764], [16.1630, 17.7202, 13.1612], [15.2471, 17.5104, 14.6228], [15.8218, 20.0652, 17.9175], [15.4344, 21.2619, 17.2216], [15.7771, 21.1423, 15.8268], [15.6087, 22.4752, 15.1929], [16.6762, 23.3388, 15.6642], [16.8239, 24.5228, 14.9165], [15.7209, 25.6217, 15.2121], [14.6653, 25.4828, 14.3073], [14.0950, 26.6938, 13.8209], [15.2440, 19.1990, 17.5450], [15.6194, 20.1901, 18.9716], [16.8673, 20.0419, 17.6884], [15.0384, 20.4981, 15.3073], [16.7624, 20.7161, 15.6657], [14.6211, 22.9560, 15.4045], [15.7748, 22.3322, 14.1172], [16.7907, 24.2606, 13.7994], [17.8346, 24.8546, 15.1784], [16.1987, 26.6234, 15.0667], [15.3138, 25.5847, 16.2522], [13.3555, 26.2515, 13.1347], [14.8923, 27.2296, 13.2775], [13.7850, 27.3857, 14.5031], [17.8403, 18.9367, 10.9134], [18.7100, 19.2989, 9.7789], [19.9850, 19.5306, 10.0581], [20.5178, 19.7550, 11.1215], [20.6706, 19.3590, 8.9603], [22.1216, 19.6463, 9.0518], [18.3210, 19.1463, 11.8645], [17.6867, 17.8759, 10.8802], [16.9934, 19.5812, 10.7348], [22.5505, 18.9712, 9.8011], [22.2062, 20.7173, 9.3627], [22.5427, 19.4177, 8.1192], [16.5967, 22.7226, 10.4156], [15.9179, 22.4394, 11.6884], [14.5934, 22.2427, 11.4671], [14.0905, 22.0791, 10.4403], [14.0280, 22.3190, 12.6998], [12.5652, 22.0878, 12.6592], [16.4551, 21.8919, 9.7396], [17.6461, 22.8794, 10.5406], [16.2119, 23.6445, 9.9399], [12.3112, 21.2941, 11.8919], [12.0577, 22.9975, 12.4073], [12.1345, 21.7416, 13.6162], [17.2115, 23.1826, 19.1815], [18.5031, 23.7156, 18.9095], [19.2772, 23.5061, 19.9722], [18.8411, 22.9719, 20.9516], [20.5540, 24.0068, 19.8209], [21.2786, 23.7930, 20.9948], [17.2529, 22.1150, 19.3157], [16.5980, 23.4263, 18.3245], [16.8085, 23.7040, 20.0409], [20.7418, 24.3037, 21.9009], [22.2577, 24.2276, 20.8367], [21.4200, 22.7327, 21.2003], [13.2264, 22.7469, 18.3001], [13.0314, 21.3316, 18.1194], [12.7460, 21.0323, 16.8537], [12.5269, 21.8092, 15.9648], [12.6998, 19.6970, 16.7867], [12.2930, 19.1771, 15.5541], [14.1390, 23.0728, 17.8279], [13.3699, 22.9280, 19.3649], [12.3311, 23.2621, 17.9814], [13.1371, 19.3271, 14.8486], [11.4658, 19.8582, 15.2243], [11.8456, 18.1862, 15.6742]], "e_homo_ha": -0.319, "orbital_gap_ev": 9.02}

***

(4)
{"formula": "C20H16ClIN4O3STi", "method": "ωB97M-V/def2-TZVPD", "symbols": ["Ti", "Cl", "C", "C", "C", "I", "C", "O", "C", "N", "C", "C", "C", "C", "H", "H", "H", "H", "C", "N", "C", "C", "N", "C", "S", "C", "C", "C", "C", "C", "N", "H", "H", "H", "H", "H", "H", "H", "H", "H", "C", "O", "C", "O", "H", "H", "H"], "xyz": [[-0.1186, -0.1800, -0.0982], [1.6442, -5.8833, 3.4712], [0.8107, -4.5645, 2.7250], [-0.5128, -4.3628, 2.9877], [-1.2204, -3.2945, 2.3876], [-3.2333, -3.0082, 2.8036], [-0.5850, -2.4393, 1.5286], [-1.1559, -1.4182, 0.8883], [0.7962, -2.6465, 1.2693], [1.3586, -1.7407, 0.4196], [2.6326, -1.8641, 0.1174], [3.4323, -2.8935, 0.6401], [2.8815, -3.8056, 1.4998], [1.5176, -3.7008, 1.8457], [-1.0287, -5.0315, 3.6622], [3.0442, -1.1219, -0.5559], [4.4737, -2.9503, 0.3588], [3.4774, -4.6052, 1.9180], [2.4136, 1.8019, -3.6456], [1.1383, 2.2593, -3.1098], [0.7864, 3.5839, -2.9320], [-0.4132, 3.6052, -2.3290], [-0.7919, 2.2806, -2.1438], [0.1812, 1.4561, -2.6241], [0.2140, -0.2502, -2.6094], [-2.0268, 1.8815, -1.5635], [-3.1970, 2.4735, -1.9926], [-4.3799, 2.1016, -1.3722], [-4.3408, 1.1533, -0.3652], [-3.1230, 0.6030, -0.0100], [-1.9714, 0.9670, -0.5950], [2.7827, 2.5480, -4.3437], [2.2657, 0.8582, -4.1610], [3.1240, 1.6664, -2.8316], [1.4285, 4.3885, -3.2416], [-1.0269, 4.4231, -1.9989], [-3.1774, 3.1908, -2.8004], [-5.3174, 2.5415, -1.6835], [-5.2388, 0.8297, 0.1404], [-3.0440, -0.1538, 0.7584], [0.6206, 1.7470, 3.3657], [1.2633, 1.9291, 2.0886], [0.8209, 1.1911, 1.1111], [1.3736, 1.3036, -0.0116], [1.3935, 1.5070, 4.0904], [-0.1093, 0.9419, 3.3052], [0.1371, 2.6823, 3.6359]], "e_homo_ha": [-0.387, -0.392], "total_charge": 1, "orbital_gap_ev": [7.52, 7.61], "spin_multiplicity": 2}

***

Looking at energy relative to the best compared isomer or geometry (same formula, charge and spin) for the records above, in order, we have 42.84 0.00 13.95 0.00 kcal per mole.